This record from the OMol25 dataset describes the molecule C2HF3NP. The level of theory is wB97M-V/def2-TZVPD.

Element x y z (Å)
N (-0.5729, 2.6702, 0.4543)
C (-1.1586, 1.6910, 0.4588)
C (-1.7972, 0.1393, 0.1644)
F (-2.5007, -0.1954, 1.2840)
F (-2.7375, 0.3136, -0.8331)
P (-0.4809, -1.1079, -0.3546)
F (-0.1134, -1.3808, 1.1989)
H (-1.3254, -2.1419, -0.2570)

Results
- E_HOMO (eV) = -11.532
- net charge = 0
- gap between HOMO and LUMO (Eh) = 0.408


This record from the OMol25 dataset describes C2HF4I as an isolated structure. The level of theory is wB97M-V/def2-TZVPD.

Element x y z (Å)
C (-0.8580, 0.4709, 0.4396)
C (0.5246, -0.5583, -0.4752)
F (-0.1912, 1.4004, 1.1709)
F (-1.6233, 0.9450, -0.4759)
F (0.6647, -1.7213, 0.2427)
F (0.2491, -0.8417, -1.7396)
I (2.3948, 0.5165, -0.3660)
H (-1.1607, -0.2116, 1.2036)

Results
- E_HOMO (eV) = -9.966
- net charge = 0
- gap between HOMO and LUMO (Eh) = 0.375


This record from the OMol25 dataset describes a 2-piece molecular cluster, C2HF4IO overall. The level of theory is wB97M-V/def2-TZVPD.

Element x y z (Å)
C (-1.2533, 2.2976, -0.2711)
C (-1.4146, -1.5767, 0.6561)
O (-0.6021, 1.5177, -0.8289)
F (-2.4652, 2.7244, -0.5119)
F (-0.8324, 2.9566, 0.7741)
F (-1.9353, -0.4258, 0.1299)
F (-2.0044, -1.7158, 1.8184)
I (0.6964, -0.8256, 1.4728)
H (0.7873, -0.8546, -0.1742)

Results
- E_HOMO (eV) = -8.857
- net charge = 0
- gap between HOMO and LUMO (Eh) = 0.316


This record from the OMol25 dataset describes a 2-piece molecular cluster, C2HFIN overall. The level of theory is wB97M-V/def2-TZVPD.

Element x y z (Å)
C (-0.8871, 0.6588, 1.3309)
C (0.4798, -0.0645, -0.7929)
N (-1.3409, 0.6704, 2.3622)
F (0.5451, 0.7596, -1.8299)
I (0.1339, -2.0565, -1.1349)
H (1.0692, 0.0322, 0.0646)

Results
- multiplicity = 3
- E_HOMO (alpha / beta) (eV) = -8.605 / -10.589
- net charge = 0
- gap between HOMO and LUMO (alpha / beta) (Eh) = 0.327 / 0.225


This record from the OMol25 dataset describes a 2-piece molecular cluster, C2HFINO2 overall. The level of theory is wB97M-V/def2-TZVPD.

Element x y z (Å)
O (-1.2292, -0.0553, 2.0354)
N (-0.9059, 0.8451, 1.3020)
O (0.0629, 1.5235, 1.1443)
I (2.0598, 1.2336, 2.1983)
C (-0.4353, -1.1121, -1.2060)
C (0.4125, -0.6177, -1.8903)
F (1.1999, -0.1171, -2.7706)
H (-1.1647, -1.7000, -0.8132)

Results
- E_HOMO (alpha / beta) (eV) = -9.986 / -9.751
- net charge = 0
- gap between HOMO and LUMO (alpha / beta) (Eh) = 0.291 / 0.281


This record from the OMol25 dataset describes the molecule C2HFN2O. The level of theory is wB97M-V/def2-TZVPD.

Element x y z (Å)
F (-2.0507, -0.3319, -0.0084)
C (-0.7436, -0.2373, -0.0150)
C (0.0964, 0.8169, -0.0089)
N (1.3556, 0.2374, -0.0077)
N (1.3223, -0.9779, -0.0133)
O (-0.0222, -1.3982, 0.0076)
H (0.0424, 1.8910, 0.0457)

Results
- E_HOMO (eV) = -10.751
- net charge = 0
- gap between HOMO and LUMO (Eh) = 0.424


Energy relative to the best compared isomer or geometry (same formula, charge and spin)? In order: 57.47 78.99 290.85 347.62 285.45 111.97 kJ/mol.
Max |F|? In order: 4.55 5.85 2.35 4.13 4.04 2.11 eV Å⁻¹.